Formula: C23H52Br9Cl2O12P3
Source: the OMol25 dataset
Level of theory: the ωB97M-V functional and the def2-TZVPD basis

```
101
Properties=species:S:1:pos:R:3:forces:R:3
C -3.796 -6.807 5.490 -0.47 0.44 0.50
C -3.612 -6.362 4.099 0.08 -0.61 -1.50
O -3.591 -4.924 4.166 0.05 0.80 -0.81
P -3.959 -4.091 2.846 -0.82 0.11 -0.60
O -3.058 -4.280 1.670 -1.50 0.49 1.65
O -5.521 -4.551 2.537 1.12 0.94 0.10
C -6.536 -4.515 3.582 1.32 -0.47 0.73
C -7.230 -5.860 3.648 -0.48 0.61 -0.07
O -4.108 -2.599 3.507 1.05 -3.37 0.15
C -4.320 -1.438 2.771 -0.40 1.83 -0.13
C -3.025 -0.819 2.207 0.35 -1.00 0.41
H -3.072 -6.185 6.016 -0.07 -0.51 0.72
H -4.808 -6.487 5.740 0.02 -0.13 0.63
H -3.693 -7.880 5.655 0.19 0.17 -0.04
H -2.709 -6.785 3.659 0.34 0.53 -0.03
H -4.413 -6.690 3.437 -0.19 0.10 -0.01
H -6.030 -4.330 4.529 0.17 -0.17 0.18
H -7.222 -3.669 3.554 -0.02 -0.01 -1.07
H -8.140 -5.648 4.209 -0.16 -0.49 0.12
H -7.516 -6.219 2.659 0.02 0.07 0.00
H -6.649 -6.630 4.156 0.03 0.13 -0.04
H -5.127 -1.590 2.054 0.30 -0.03 -0.50
H -4.759 -0.806 3.543 0.05 0.54 -0.23
H -2.468 -1.622 1.724 -0.22 -0.04 -0.66
H -3.112 0.049 1.553 -0.42 -0.22 -0.01
H -2.326 -0.569 3.005 -0.32 0.32 0.44
C -0.916 2.787 2.418 -1.21 -0.29 -1.10
C -0.264 2.204 3.629 -1.11 0.46 -0.52
O 0.294 3.366 4.238 1.78 1.21 1.39
P 1.803 3.672 3.822 1.67 0.36 -2.42
O 2.042 3.837 2.338 -0.43 -0.77 2.95
O 2.333 4.968 4.652 -1.44 -0.88 -0.07
C 3.720 5.235 4.819 1.49 0.06 1.14
C 4.558 5.305 3.583 -0.04 -0.17 -0.65
O 2.551 2.384 4.489 -0.23 1.26 -0.78
C 2.344 2.251 5.882 -0.55 -0.14 1.74
C 2.721 0.856 6.289 1.27 -0.63 -0.33
H -1.434 3.726 2.615 0.16 0.03 0.54
H -0.194 3.018 1.634 -0.04 -0.27 0.09
H -1.714 2.138 2.058 0.22 -0.22 -0.28
H -0.997 1.794 4.324 0.07 0.11 0.14
H 0.445 1.412 3.389 0.34 0.23 0.08
H 3.959 6.125 5.401 -1.47 0.71 -0.19
H 4.167 4.541 5.530 -0.19 -0.87 -0.25
H 5.474 5.859 3.785 0.14 -0.27 0.22
H 4.778 4.287 3.262 0.14 0.23 -0.47
H 4.065 5.873 2.794 -0.17 -0.27 -0.07
H 2.819 3.059 6.438 0.74 -0.18 -0.09
H 1.315 2.397 6.211 -0.48 -0.02 -0.71
H 3.781 0.664 6.121 0.20 0.18 -0.25
H 2.607 0.572 7.335 -0.63 0.39 -0.02
H 2.216 0.153 5.626 -0.27 -0.08 0.24
C 1.257 0.921 -3.342 0.21 0.29 -0.30
C 2.568 0.664 -4.140 -1.68 -0.58 1.05
O 2.774 1.775 -4.991 0.43 0.30 -3.03
P 3.112 1.568 -6.632 1.66 0.85 0.04
O 3.252 0.203 -7.189 -0.67 1.08 1.23
O 2.096 2.545 -7.452 -0.05 -0.79 1.39
C 0.693 2.152 -7.370 0.02 -1.18 -1.77
C 0.157 1.707 -8.759 -0.26 0.94 -0.55
O 4.521 2.380 -6.835 -1.71 -1.19 0.97
C 4.608 3.771 -6.544 -0.27 1.40 0.17
C 5.232 4.189 -5.166 0.44 -1.94 -0.99
H 1.447 1.774 -2.691 -0.23 0.31 -0.20
H 0.400 1.102 -3.991 0.28 0.35 -0.17
H 0.874 0.167 -2.654 0.65 -0.59 -0.24
H 3.347 0.629 -3.379 0.48 -0.21 -0.42
H 2.501 -0.239 -4.748 0.27 -0.16 0.22
H 0.611 1.244 -6.771 -0.08 0.23 0.53
H 0.079 2.963 -6.979 0.33 -0.02 0.15
H 0.073 2.499 -9.504 0.27 0.70 0.34
H 0.712 0.972 -9.342 0.27 -0.42 0.86
H -0.886 1.402 -8.685 0.03 -0.40 0.39
H 5.099 4.154 -7.439 0.62 0.31 0.44
H 3.620 4.227 -6.613 -0.20 -0.12 0.12
H 5.762 5.141 -5.201 -0.68 0.21 0.09
H 4.539 4.001 -4.347 -0.28 0.80 -0.13
H 6.013 3.471 -4.917 0.33 -0.16 -0.28
Cl -5.097 -0.345 -0.917 0.02 0.16 -0.13
C -3.909 -0.681 -2.194 0.77 -0.16 -0.89
C -3.599 0.557 -3.061 -0.40 0.20 1.03
Cl -2.105 0.371 -4.004 -0.32 -0.42 -0.29
H -4.296 -1.471 -2.838 -0.21 0.06 0.11
H -3.005 -1.093 -1.747 -0.13 0.33 0.18
H -3.383 1.432 -2.448 -0.31 -0.16 0.16
H -4.461 0.779 -3.690 0.29 0.00 -0.22
C 1.426 -3.062 -4.006 0.54 -0.79 -1.05
Br 0.175 -2.293 -5.323 0.70 -0.28 0.86
Br 3.259 -3.244 -4.844 -1.50 0.07 0.54
Br 0.717 -4.820 -3.372 0.60 1.24 -0.34
H 1.569 -2.400 -3.153 -0.29 -0.20 -0.25
C -0.040 -0.515 -0.128 0.57 -0.06 -0.13
Br -0.464 -2.060 -1.340 0.39 1.35 0.81
Br -1.012 1.207 -0.504 0.72 -1.90 0.02
Br 1.913 -0.147 0.103 -1.03 -0.22 -0.43
H -0.234 -0.944 0.855 -0.66 0.59 -0.25
C 5.145 -1.548 -1.320 1.04 0.04 -0.01
Br 6.467 -0.538 -2.489 -0.99 -1.05 0.95
Br 5.456 -1.181 0.594 0.06 -0.30 -0.92
Br 5.128 -3.547 -1.692 -0.05 2.15 0.41
H 4.215 -1.008 -1.500 -0.05 -0.85 -0.34
```
Positions in Å, forces in eV/Å.

Output
Charge: 0
2S+1: 1
DFT total energy: -732562.6732 eV

---

Formula: C22H26N4O3Rb
Source: the OMol25 dataset
Level of theory: the ωB97M-V functional and the def2-TZVPD basis

```
56
Properties=species:S:1:pos:R:3:forces:R:3
Rb -0.161 -0.868 0.287 -0.03 -0.70 0.02
O 1.211 -1.289 -1.756 0.55 -0.30 -0.89
C 1.401 -2.042 -2.752 0.06 0.00 -0.09
C 2.646 -2.015 -3.475 0.04 0.06 -0.01
C 2.875 -2.770 -4.595 -0.10 -0.04 0.03
C 1.885 -3.628 -5.099 0.07 -0.05 -0.12
C 0.689 -3.710 -4.422 -0.07 0.02 0.05
C 0.418 -2.974 -3.260 0.30 0.11 -0.06
C -0.847 -3.213 -2.605 -0.25 -0.13 0.12
N -1.223 -2.780 -1.468 -0.08 -0.08 -0.23
C -2.536 -3.157 -1.005 -0.19 -0.19 0.01
C -2.541 -3.535 0.480 -0.21 -0.12 -0.05
N -2.367 -2.385 1.328 0.02 -0.04 -0.02
C -3.207 -2.173 2.258 -0.02 -0.20 -0.15
C -3.175 -1.080 3.204 0.10 0.28 0.11
C -4.118 -1.084 4.241 0.03 -0.06 -0.06
C -4.163 -0.112 5.215 -0.11 0.03 0.14
C -3.222 0.930 5.160 -0.01 -0.09 -0.06
C -2.291 0.979 4.158 0.04 0.03 -0.01
C -2.212 -0.005 3.109 -0.03 0.14 0.07
O -1.358 0.104 2.183 -0.68 0.50 1.15
H 3.412 -1.351 -3.088 -0.01 0.00 0.01
H 3.835 -2.711 -5.099 0.00 0.03 0.01
H 2.062 -4.217 -5.991 -0.01 0.00 0.02
H -0.085 -4.379 -4.792 -0.01 0.00 0.03
H -1.527 -3.876 -3.174 0.03 0.00 0.02
H -2.945 -4.004 -1.582 0.00 0.04 -0.02
H -3.220 -2.309 -1.130 0.00 -0.01 0.00
H -1.707 -4.225 0.652 -0.04 -0.05 -0.01
H -3.482 -4.071 0.701 0.04 -0.01 0.01
H -4.049 -2.879 2.394 0.02 0.02 0.03
H -4.834 -1.901 4.275 0.01 -0.01 -0.03
H -4.903 -0.148 6.005 0.01 -0.01 -0.02
H -3.237 1.703 5.922 0.02 0.01 -0.01
H -1.563 1.783 4.110 -0.02 0.01 0.01
C 0.957 2.944 2.334 0.06 -0.09 -0.07
N 1.737 3.226 1.142 0.00 0.05 0.05
C 2.265 4.567 1.029 0.05 0.00 -0.11
C 3.341 4.622 -0.039 -0.15 -0.05 -0.03
C 2.765 4.040 -1.318 0.02 0.05 0.12
N 2.305 2.691 -1.076 0.08 0.05 -0.04
C 2.126 1.838 -2.238 0.02 -0.09 0.08
C 1.745 2.306 0.118 0.08 0.03 0.07
O 1.291 1.181 0.279 0.47 0.86 -0.05
H 1.601 2.945 3.219 -0.02 0.01 0.01
H 0.475 1.973 2.239 -0.04 0.03 0.02
H 0.186 3.711 2.462 -0.01 -0.01 0.02
H 2.672 4.858 2.001 -0.01 0.00 0.01
H 1.464 5.282 0.786 0.00 0.01 0.04
H 4.195 4.019 0.274 0.04 0.02 0.00
H 3.675 5.648 -0.195 -0.01 0.00 0.00
H 3.528 4.001 -2.099 -0.02 -0.02 -0.02
H 1.952 4.683 -1.688 0.01 -0.01 -0.03
H 3.049 1.830 -2.823 0.00 0.01 -0.01
H 1.315 2.208 -2.876 0.01 -0.01 0.01
H 1.896 0.819 -1.924 -0.02 0.01 -0.04
```
Positions in Å, forces in eV/Å.

Output
Charge: -1
2S+1: 1
Energy above the lowest of the compared OMol25 structures with the same formula, charge and spin: 0.00 kcal per mole
DFT total energy: -35996.8323 eV

---

Formula: C15H39CaN2O7
Source: the OMol25 dataset
Level of theory: the ωB97M-V functional and the def2-TZVPD basis

```
64
Properties=species:S:1:pos:R:3:forces:R:3
Ca 1.181 0.712 -0.775 -0.12 1.13 -1.87
C 1.493 -2.891 -0.247 0.34 0.60 -0.02
O 1.416 -1.598 -0.710 0.02 0.34 0.38
H 1.128 -3.607 -1.004 -0.30 -0.22 0.32
H 2.523 -3.248 -0.006 0.04 0.21 -0.16
H 0.966 -3.002 0.728 -0.31 -0.43 -0.22
C 3.351 1.177 -3.394 0.25 -0.06 1.02
O 2.104 1.350 -2.868 -0.37 -0.46 0.51
H 3.815 2.136 -3.705 -0.04 -0.07 -0.48
H 4.094 0.792 -2.644 -0.08 -0.04 -0.05
H 3.415 0.427 -4.207 -0.04 0.23 -0.32
C -0.109 3.362 0.733 -0.23 -0.39 -1.12
O 0.370 2.946 -0.492 0.30 -0.69 0.68
H -0.844 2.638 1.164 0.06 0.07 0.29
H 0.684 3.511 1.495 -0.07 0.12 0.19
H -0.686 4.303 0.627 0.13 0.17 0.32
C -3.599 0.964 -4.909 0.78 0.20 0.97
O -2.760 0.745 -3.779 -0.06 0.06 -0.58
C -1.843 -0.313 -4.010 -0.36 -0.90 0.98
C -0.738 -0.215 -2.957 0.86 0.65 -0.11
N -1.180 0.262 -1.635 -0.43 -0.52 -0.41
C -1.949 -0.774 -0.926 0.45 -0.25 -0.71
C -2.733 -0.092 0.176 -0.23 -0.22 -0.25
O -3.032 -0.972 1.253 0.04 0.08 -0.01
C -4.401 -1.190 1.441 -0.32 -0.03 0.32
H -4.049 0.023 -5.231 -0.15 0.04 -0.17
H -2.983 1.411 -5.692 -0.25 -0.08 -0.32
H -4.344 1.677 -4.565 -0.21 -0.04 -0.26
H -1.422 -0.299 -5.018 0.04 0.19 -0.02
H -2.412 -1.250 -3.892 0.08 -0.06 -0.24
H 0.022 0.470 -3.358 -0.09 0.23 0.32
H -0.147 -1.114 -2.748 -0.42 -0.35 -0.45
H -1.801 1.049 -1.805 0.27 0.23 0.15
H -1.256 -1.561 -0.608 0.14 0.38 0.56
H -2.597 -1.325 -1.628 -0.38 0.26 0.17
H -3.654 0.293 -0.279 -0.07 0.05 0.20
H -2.184 0.776 0.548 0.14 -0.06 0.04
H -4.522 -1.841 2.308 0.09 -0.11 -0.10
H -4.871 -1.663 0.571 0.02 -0.01 -0.02
H -4.953 -0.269 1.676 0.12 0.08 -0.15
C 3.776 2.368 0.517 -0.28 -0.12 -0.41
O 3.309 1.065 0.190 0.53 0.16 0.08
C 3.457 0.097 1.199 -0.81 -1.02 0.53
C 2.347 0.160 2.227 -0.78 2.31 1.10
N 0.967 0.125 1.645 1.75 -1.32 0.61
C -0.061 0.207 2.660 -0.97 -0.10 0.19
C -0.348 -1.051 3.458 -0.01 -0.10 0.35
O 0.766 -1.432 4.255 0.11 -0.10 -0.21
C 0.509 -2.604 4.994 -0.24 0.44 -0.18
H 4.861 2.324 0.636 0.00 0.16 0.31
H 3.240 2.762 1.382 0.25 0.03 0.17
H 3.532 3.006 -0.331 -0.05 -0.08 -0.05
H 4.398 0.121 1.760 0.22 0.31 -0.40
H 3.353 -0.872 0.699 0.29 0.10 -0.16
H 2.333 1.145 2.732 0.47 0.03 -0.28
H 2.527 -0.476 3.098 -0.12 -0.72 -0.50
H 0.977 -0.802 1.196 -0.75 0.07 -0.18
H -0.999 0.476 2.170 -0.04 -0.18 -0.03
H 0.060 1.024 3.379 0.69 0.09 -0.26
H -0.628 -1.889 2.807 -0.02 0.07 -0.09
H -1.186 -0.852 4.144 -0.16 0.01 -0.22
H 0.020 -3.368 4.377 0.19 -0.08 -0.06
H -0.177 -2.378 5.822 0.14 -0.11 0.13
H 1.471 -2.956 5.356 -0.08 -0.16 0.17
```
Positions in Å, forces in eV/Å.

Output
Charge: -1
2S+1: 1
Energy above the lowest of the compared OMol25 structures with the same formula, charge and spin: 0.00 kcal per mole
DFT total energy: -51938.4406 eV

---

Formula: C8H18N3S
Source: the OMol25 dataset
Level of theory: the ωB97M-V functional and the def2-TZVPD basis

```
30
Properties=species:S:1:pos:R:3:forces:R:3
C -0.723 1.575 -0.686 1.56 3.60 0.22
C 0.443 1.869 1.753 -1.22 -0.58 -0.07
C 0.027 0.299 -0.642 -1.28 -1.82 0.80
C -0.848 -0.971 -0.244 3.06 1.85 -0.07
C -2.011 -0.975 0.669 0.69 -1.23 -0.60
C -0.587 -2.216 -0.954 0.91 -2.30 0.34
C 0.417 0.300 -3.175 2.99 -0.88 2.38
C 1.777 -0.093 2.690 2.62 1.91 -2.66
N 0.795 -0.212 0.497 -0.80 -1.47 -0.20
N 0.902 0.237 -1.712 1.87 -0.43 -2.75
N 0.604 0.328 1.847 0.49 2.88 -1.11
S -1.114 2.283 0.979 -0.02 -0.21 -0.34
H -0.088 2.373 -1.303 -1.27 -1.63 1.49
H -1.662 1.516 -1.172 -0.98 -0.33 -0.53
H 0.513 2.412 2.693 -0.01 -0.58 0.30
H 1.182 2.235 1.089 1.25 -0.07 -0.45
H -1.964 -1.758 1.422 0.34 -0.13 0.29
H -2.830 -1.320 0.054 -0.57 0.26 -0.26
H -2.188 -0.043 1.091 -0.77 1.54 0.76
H 0.426 -2.370 -1.356 -0.36 0.54 0.12
H -1.283 -2.344 -1.772 -0.31 0.31 -0.41
H -0.773 -3.124 -0.331 0.07 0.69 -0.14
H 0.242 -0.752 -3.462 -0.38 0.86 -0.54
H -0.391 0.973 -3.170 -1.28 0.46 -0.54
H 1.288 0.771 -3.708 -1.08 -0.67 0.13
H 1.446 -0.802 3.333 -0.78 -2.29 1.96
H 2.403 -0.504 1.858 -0.09 -0.09 1.28
H 2.439 0.678 3.253 -1.92 -0.68 -1.19
H 1.821 -0.258 -1.621 -1.75 0.52 0.34
H -0.260 -0.106 2.078 -0.97 -0.04 1.43
```
Positions in Å, forces in eV/Å.

Output
Charge: +1
2S+1: 1
Energy above the lowest of the compared OMol25 structures with the same formula, charge and spin: 99.45 kcal per mole
DFT total energy: -23882.7211 eV

---

Formula: C5H13OS
Source: the OMol25 dataset
Level of theory: the ωB97M-V functional and the def2-TZVPD basis

```
20
Properties=species:S:1:pos:R:3:forces:R:3
C -2.349 -0.974 -1.418 0.30 -0.25 0.85
O -1.949 -0.998 -2.692 -0.52 -0.87 0.02
C -2.663 0.515 -0.953 0.21 -0.39 -0.44
C -1.710 1.377 -1.773 0.08 0.52 0.25
H -1.560 -1.365 -0.689 -0.09 0.13 -0.14
H -3.259 -1.624 -1.126 0.46 0.53 -0.41
H -2.560 0.727 0.121 -0.13 -0.37 -0.02
H -3.702 0.669 -1.255 -0.06 0.45 0.03
H -1.973 2.446 -1.793 -0.05 -0.15 -0.03
H -1.738 0.891 -2.759 0.23 0.45 0.08
H -0.674 1.303 -1.383 -0.39 -0.04 -0.15
C 2.078 0.310 3.098 -0.43 0.05 0.15
S 2.655 -0.313 1.466 1.04 0.06 0.57
C 1.272 0.105 0.412 -0.94 0.71 -0.02
H 1.566 -0.517 3.656 0.00 0.95 -0.63
H 1.435 1.169 2.812 -0.01 -0.67 0.66
H 2.841 0.707 3.808 -0.07 -0.37 -1.03
H 1.425 -0.321 -0.587 -0.13 -0.47 0.49
H 0.356 -0.283 0.913 0.43 0.32 -0.89
H 1.175 1.190 0.175 0.06 -0.59 0.68
```
Positions in Å, forces in eV/Å.

Output
Charge: -1
2S+1: 1
Energy above the lowest of the compared OMol25 structures with the same formula, charge and spin: 53.42 kcal per mole
DFT total energy: -18277.3765 eV